(1)
# C2H4Cl3NO

C2H4Cl3NO as an isolated structure in a non-equilibrium geometry (wB97M-V/def2-TZVPD, the Open Molecules 2025 dataset).

Cartesian coordinates (Å):
H (0.8019, 1.3170, 0.3144)
Cl (3.0941, -0.4652, 1.3425)
H (-1.6388, 0.0641, 1.1377)
C (-0.0791, -0.5398, 0.0315)
Cl (2.8599, -1.4261, -1.1643)
O (-0.7155, -0.2342, 1.2945)
N (0.6292, 0.5894, -0.3790)
H (-1.0126, -0.7031, -0.7162)
H (0.5198, -1.4500, 0.1670)
Cl (3.3427, 1.5240, -0.8486)
C (2.9027, -0.0337, -0.2896)

The calculation puts the molar mass at 164.42 g mol⁻¹. Its lowest unoccupied orbital energy (spin up / spin down) is 0.02286 / -0.05832 Ha. As for the orbital gap (spin up / spin down): 8.2 / 8.2 eV. The value obtained for the energy relative to the best compared isomer or geometry (same formula, charge and spin) is 0.263 eV. As for the spin multiplicity: 3.

(2)
# HN2O3

A 2-piece molecular cluster, HN2O3 overall in a non-equilibrium geometry (wB97M-V/def2-TZVPD, the Open Molecules 2025 dataset).

Cartesian coordinates (Å):
N (1.2756, -0.0819, 0.0216)
N (-1.4328, -0.3025, 0.0195)
H (2.4048, 0.1159, -0.2128)
O (0.6761, 0.9333, 0.0805)
O (-2.2109, 0.4804, 0.0190)
O (-0.7127, -1.1453, 0.0723)

The calculation puts the molar mass at 77.02 g mol⁻¹. Its lowest unoccupied orbital energy (spin up / spin down) is -0.25338 / -0.25339 Ha. As for the orbital gap (spin up / spin down): 8.3 / 8.3 eV. The value obtained for the energy relative to the best compared isomer or geometry (same formula, charge and spin) is 1.982 eV. As for the spin multiplicity: 1. As for the total charge: +1.

(3)
# C15H23N2PdS

C15H23N2PdS as an isolated structure in a non-equilibrium geometry (wB97M-V/def2-TZVPD, the Open Molecules 2025 dataset).

Cartesian coordinates (Å):
H (-2.1950, -0.4547, -2.9693)
C (-2.2729, -1.1034, 1.1377)
H (0.3926, -3.0048, 0.3903)
H (0.4827, -1.2120, 4.9767)
H (-2.5966, -0.0353, -0.8388)
C (-0.8575, -1.4740, -0.6827)
C (-0.3538, 0.6439, -3.1748)
H (0.2047, 2.4010, -4.1919)
H (-2.1361, 0.6937, -4.3120)
C (0.4361, -0.4077, -3.8564)
H (-0.3793, 2.6894, -2.5441)
H (0.0167, -1.4589, 3.3395)
H (0.3698, -0.2524, -4.9525)
C (1.8184, 1.2789, 1.3406)
H (0.5181, 0.9026, 5.9116)
C (-0.1552, 0.4716, 3.9997)
H (-1.3982, -2.7332, 2.3853)
H (-3.0848, -0.7323, 1.7556)
C (-2.0096, -0.7033, -0.2178)
C (2.1212, -0.0698, 1.6789)
S (-0.9287, 1.1491, 2.6457)
H (2.2764, -1.9247, 0.4383)
Pd (-0.0935, 0.2970, 0.3433)
H (0.0542, -1.4180, -3.6616)
H (1.6943, 2.1177, 2.0258)
H (1.2625, 2.0209, -2.8235)
H (1.4964, 2.2585, -0.6783)
H (1.5011, -0.3663, -3.5967)
C (-1.8240, 0.5350, -3.2587)
C (-0.4392, -2.3044, 0.4153)
H (-0.4895, -1.4825, -1.7014)
H (1.8917, -0.2414, -1.6732)
C (1.9114, 0.0336, -0.6218)
N (0.2507, -0.8049, 4.0756)
H (2.3513, -0.4364, 2.6767)
H (-0.2603, 2.1884, 5.0723)
C (-1.3510, -2.1219, 1.4852)
C (2.1082, -0.8494, 0.4961)
C (0.2179, 2.0028, -3.1559)
H (-2.3246, 1.3043, -2.6593)
N (0.0516, 1.2355, 5.0817)
C (1.7217, 1.3677, -0.1011)

The calculation puts the molar mass at 369.85 g mol⁻¹. Its lowest unoccupied orbital energy (spin up / spin down) is -0.08456 / -0.18745 Ha. As for the orbital gap (spin up / spin down): 7.5 / 6.3 eV. The value obtained for the energy relative to the best compared isomer or geometry (same formula, charge and spin) is 0.692 eV. As for the spin multiplicity: 5. As for the total charge: +1.

(4)
# C35H36Cl2NO10PS2Ti

C35H36Cl2NO10PS2Ti as an isolated structure (wB97M-V/def2-TZVPD, the Open Molecules 2025 dataset).

Cartesian coordinates (Å):
C (3.0391, -1.6402, -3.5412)
H (1.0719, -0.9683, -3.0239)
H (3.3786, -2.6741, 0.1630)
C (3.6850, 3.2602, -0.6622)
C (2.0924, -1.8113, -1.3286)
C (4.3411, -2.5615, -1.7458)
H (2.8166, -0.7495, 1.4043)
H (-3.1502, -4.4816, -2.0385)
O (2.2905, 2.7241, 2.3877)
H (-6.3836, 0.6250, -1.2192)
H (0.5287, -6.3651, -0.9436)
H (5.2647, -2.9931, -1.3824)
C (4.7966, 3.6110, -1.4175)
C (-1.3815, -5.5722, -1.5315)
C (2.4119, -1.5485, 3.3396)
H (-2.4323, -0.5115, 3.5132)
S (1.9052, 3.7691, 1.4849)
C (0.4298, -2.8814, 3.5471)
H (-3.9588, 0.8443, 0.6293)
C (-2.1422, -4.4268, -1.6546)
C (5.4965, 4.7755, -1.1429)
H (-5.3156, 2.0252, -1.0794)
S (2.8800, 1.7590, -1.1988)
H (-4.3263, -1.5792, 1.0865)
H (-3.2866, 0.7544, -1.6515)
C (3.2740, 4.0931, 0.3859)
C (-5.1348, -0.9374, 0.7342)
C (2.1497, -1.3648, 1.9914)
Cl (-2.4611, 3.6563, 0.2876)
O (-0.9849, 1.6191, -1.1871)
C (-4.3410, -1.0150, -2.2925)
C (1.0282, -1.9506, 1.3967)
H (-1.0820, 1.4435, 4.7028)
H (5.0518, -2.3467, -3.7570)
Cl (-0.8017, 5.0469, -1.6901)
C (-2.5544, -2.0312, -1.4140)
H (-2.9212, 4.0974, -1.9690)
H (1.4410, -4.1852, -0.3283)
C (-1.5217, 2.4781, -2.0268)
H (5.1094, 2.9581, -2.2187)
H (-0.0244, -0.2060, 3.1512)
H (-0.7167, -3.1538, 1.7652)
C (3.9805, 5.2552, 0.6515)
C (-2.0983, -0.0439, 2.5859)
C (-0.0865, -5.4806, -1.0429)
O (-0.2066, 0.9774, 1.5219)
C (-0.7153, 1.7476, 3.7215)
H (-1.7952, -6.5296, -1.8191)
C (5.0887, 5.5979, -0.1079)
H (-6.3124, 1.5308, 0.2902)
C (1.5525, -2.3073, 4.1233)
C (0.4230, -4.2453, -0.6924)
H (-5.8068, -1.5423, 0.1206)
C (0.1697, -2.7050, 2.1946)
H (3.6379, 5.8917, 1.4547)
C (-0.7221, 0.5520, 2.7883)
P (0.5886, -1.5292, -0.3358)
O (-3.5321, -2.2034, -2.3436)
O (1.4993, 5.0277, 2.0261)
C (3.2787, -2.3760, -0.8729)
H (-2.8061, 0.7417, 2.3169)
C (-0.3296, -3.0728, -0.7984)
H (2.9449, -1.3420, -4.5768)
O (0.8422, 3.2720, 0.5038)
H (-5.3651, -1.3091, -2.0630)
O (1.6100, 2.0947, -1.8596)
H (1.7538, -2.4431, 5.1777)
H (-5.7042, -0.6002, 1.6016)
C (-2.0319, 3.8001, -1.4246)
C (-1.6361, -3.1777, -1.2840)
H (6.3583, 5.0318, -1.7438)
H (-4.3142, -0.5448, -3.2742)
C (-3.6806, -0.1526, -1.1986)
O (-1.6869, 2.2823, -3.1987)
N (-2.5456, -0.9648, -0.7366)
C (4.2207, -2.2004, -3.0796)
O (3.8469, 1.0349, -1.9505)
H (5.6255, 6.5106, 0.1127)
H (0.2928, 2.1459, 3.8255)
C (-5.7130, 1.1611, -0.5424)
C (1.9853, -1.4346, -2.6671)
Ti (0.4334, 1.4721, 0.0136)
H (3.2843, -1.0839, 3.7801)
H (-2.0876, -0.7857, 1.7877)
O (2.4075, 1.0431, 0.0487)
C (-4.5914, 0.2574, -0.0405)
H (-0.2500, -3.4693, 4.1501)
H (-1.3683, 2.5304, 3.3311)

The calculation puts the molar mass at 844.55 g mol⁻¹. Its lowest unoccupied orbital energy is -0.02777 Ha. As for the orbital gap: 8.0 eV. The value obtained for the energy relative to the best compared isomer or geometry (same formula, charge and spin) is 1.103 eV. As for the spin multiplicity: 1.